1.
DFT (ωB97M-V with the def2-TZVPD basis set) results for C22H13BaCl2F5N2O2S as an isolated structure.

Positions of all 48 atoms, in Å:
1 Ba 1.643 -1.809 -0.025
2 Cl 4.873 -0.911 -0.297
3 C 4.699 0.694 -1.052
4 Cl 3.036 1.284 -0.907
5 H 4.958 0.607 -2.100
6 H 5.357 1.377 -0.529
7 O -1.004 -1.778 0.184
8 C -1.100 -0.528 0.193
9 N -2.247 0.169 0.389
10 C -2.006 1.596 0.219
11 C -0.461 1.572 -0.015
12 O 0.209 2.563 -0.202
13 N -0.021 0.283 0.021
14 C -2.293 2.402 1.476
15 C -2.663 1.797 2.669
16 C -2.896 2.565 3.804
17 C -2.752 3.941 3.755
18 C -2.373 4.550 2.564
19 C -2.147 3.787 1.432
20 C -2.771 2.123 -0.987
21 C -4.129 2.400 -0.851
22 C -4.879 2.808 -1.942
23 C -4.277 2.954 -3.184
24 C -2.924 2.689 -3.325
25 C -2.173 2.274 -2.233
26 H -3.142 -0.273 0.262
27 H -2.768 0.721 2.716
28 H -3.190 2.080 4.726
29 H -2.932 4.540 4.638
30 H -2.253 5.624 2.519
31 H -1.846 4.260 0.506
32 H -4.599 2.311 0.122
33 H -5.934 3.020 -1.820
34 H -4.860 3.281 -4.036
35 H -2.444 2.810 -4.287
36 H -1.113 2.090 -2.351
37 F 5.471 -7.795 -1.820
38 C 4.976 -6.844 -1.027
39 C 4.129 -5.879 -1.534
40 F 3.789 -5.887 -2.826
41 C 3.639 -4.906 -0.686
42 F 2.798 -3.984 -1.256
43 C 3.933 -4.815 0.667
44 S 3.317 -3.580 1.737
45 C 4.792 -5.815 1.136
46 F 5.149 -5.834 2.420
47 C 5.304 -6.805 0.318
48 F 6.123 -7.731 0.818

---

2.
DFT (ωB97M-V with the def2-TZVPD basis set) results for one molecule with the formula C22H13Br2FO6.

Positions of all 44 atoms, in Å:
1 O 7.339 2.997 2.731
2 F -2.322 3.134 -4.484
3 Br -0.388 1.567 -0.119
4 Br 2.113 -1.886 3.857
5 O 7.188 1.545 4.510
6 O -0.071 -0.886 2.039
7 O 4.465 2.345 1.942
8 O -2.218 -3.361 -2.525
9 O -4.698 -0.845 -0.203
10 C 6.758 2.105 3.270
11 C 5.299 1.702 2.869
12 C 4.643 0.458 3.269
13 C -2.781 0.792 -4.273
14 C -3.331 2.229 -2.414
15 C -0.013 -2.287 0.146
16 C 2.261 1.790 0.977
17 C -0.496 -2.970 -1.064
18 C -3.103 -0.328 -3.425
19 C -3.751 1.141 -1.708
20 C -1.983 -1.094 0.499
21 C -2.776 2.044 -3.702
22 C 1.167 0.965 0.986
23 C 2.143 -0.444 2.704
24 C -0.696 -1.395 0.886
25 C 1.072 -0.148 1.874
26 C 3.347 1.552 1.855
27 C -1.757 -2.656 -1.461
28 C 3.275 0.418 2.728
29 C -3.585 -0.179 -2.118
30 C -2.505 -1.788 -0.687
31 C -3.856 -1.353 -1.277
32 H 7.977 2.028 4.801
33 H -1.664 -4.168 -2.537
34 H -5.317 -0.300 -0.746
35 H 5.126 -0.353 4.039
36 H -2.543 0.643 -5.316
37 H -3.392 3.284 -1.998
38 H 0.929 -2.622 0.579
39 H 2.163 2.572 0.239
40 H 0.171 -3.793 -1.431
41 H -3.166 -1.314 -3.845
42 H -4.023 1.326 -0.744
43 H -2.546 -0.368 1.098
44 H -4.453 -2.098 -1.818

Summary:
SMILES string: O=C(O)c1cc2c(Br)c(Oc3ccc(O)c([C@@H](O)c4ccc(F)cc4)c3)c(Br)cc2o1

---

How do the records compare in maximum force? In the order shown, they have 0.2 5.0 eV/A.
How do the records compare in electronic energy? In the order shown, they have -80264.5452 -178108.8660 eV.